1.
Density functional theory data (ωB97M-V/def2-TZVPD) for a single C5H11N molecule.

Output
HOMO: -7.295 eV
LUMO: 0.914 eV
orbital gap: 8.21 eV

Structure (XYZ):
```
17
C5H11N, DFT ωB97M-V/def2-TZVPD
C -1.42566 -0.89355 0.50083
C -0.46683 0.20294 0.02340
C -0.97376 0.88741 -1.23632
N 0.91726 -0.23401 -0.22978
C 2.21131 0.66435 0.01607
C 1.83950 -0.48248 0.88811
H -1.58402 -1.65966 -0.26701
H -1.06772 -1.38402 1.41212
H -2.40277 -0.44248 0.72699
H -0.36741 0.94556 0.82416
H -1.08128 0.15970 -2.05061
H -0.27294 1.66482 -1.55277
H -1.95307 1.34155 -1.06274
H 1.78802 1.57870 0.45856
H 1.14657 -0.58004 -1.14856
H 2.38282 -1.42939 0.86146
H 1.30997 -0.33941 1.83609
```

2.
Density functional theory data (ωB97M-V/def2-TZVPD) for a single C5H11N molecule.

Output
HOMO: -7.767 eV
LUMO: 1.070 eV
SMILES: C=C(CC)NC
orbital gap: 8.84 eV

Structure (XYZ):
```
17
C5H11N, DFT ωB97M-V/def2-TZVPD
C 0.43998 0.21226 -1.84992
C 0.36519 0.28151 -0.52043
C 0.34217 -0.95191 0.34908
C -0.56611 -2.05536 -0.18800
N 0.41726 1.51394 0.11968
C -0.20556 1.77791 1.39687
H 0.51225 -0.72293 -2.36919
H 0.46508 1.09998 -2.45903
H 1.36325 -1.33532 0.43530
H 0.00740 -0.69058 1.35185
H -0.61496 -2.87605 0.52480
H -0.19658 -2.44733 -1.13075
H -1.57247 -1.67456 -0.34720
H 0.31782 2.27668 -0.53551
H -0.13945 2.84622 1.59490
H -1.26362 1.48567 1.43229
H 0.32835 1.25986 2.19529
```

3.
Density functional theory data (ωB97M-V/def2-TZVPD) for a single C5H11N molecule at a distorted geometry.

Output
HOMO: -8.241 eV
LUMO: 1.116 eV
SMILES: C=CCCNC
orbital gap: 9.36 eV

Structure (XYZ):
```
17
C5H11N, DFT ωB97M-V/def2-TZVPD
C -2.21570 1.50820 -1.35490
C -1.56251 1.16896 -0.25640
C -0.12965 0.64251 -0.20930
C 0.02607 -0.24609 1.06748
N 1.27695 -0.97552 1.13875
C 1.74220 -1.72820 -0.03049
H -1.66158 1.42167 -2.28651
H -3.14393 2.04450 -1.35503
H -1.93393 1.10088 0.76135
H 0.36075 0.24794 -1.10303
H 0.55068 1.51485 -0.07951
H -0.05247 0.37880 1.94935
H -0.82486 -0.94455 0.98448
H 1.92916 -0.42618 1.66183
H 0.93923 -2.01169 -0.69234
H 2.22370 -2.63643 0.31552
H 2.47589 -1.05965 -0.51126
```

4.
Density functional theory data (ωB97M-V/def2-TZVPD) for a single C5H11N molecule at a distorted geometry.

Output
HOMO: -7.855 eV
LUMO: 1.119 eV
SMILES: C/C=C(\C)NC
orbital gap: 8.97 eV

Structure (XYZ):
```
17
C5H11N, DFT ωB97M-V/def2-TZVPD
C -0.79939 -0.95236 1.84221
C 0.08663 -0.68893 0.65767
C -0.24381 0.10155 -0.37485
C -1.65129 0.62035 -0.57475
N 0.68840 0.72571 -1.20879
C 2.08629 0.45288 -0.93724
H -1.16855 0.00621 2.21377
H -0.24623 -1.41381 2.65495
H -1.66063 -1.57783 1.60426
H 1.03170 -1.21537 0.59828
H -1.61969 1.67902 -0.81829
H -2.16887 -0.04508 -1.27286
H -2.24120 0.53941 0.33981
H 0.52097 0.61814 -2.20207
H 2.36131 -0.59754 -1.10183
H 2.29486 0.65159 0.11403
H 2.72952 1.09606 -1.53430
```

5.
Density functional theory data (ωB97M-V/def2-TZVPD) for a single C5H11N molecule at a distorted geometry.

Output
HOMO: -8.687 eV
LUMO: 1.229 eV
SMILES: CCC/C=C/N
orbital gap: 9.92 eV

Structure (XYZ):
```
17
C5H11N, DFT ωB97M-V/def2-TZVPD
C -0.63986 0.69349 2.09651
C -0.23266 -0.68404 1.59978
C -0.54952 -0.92109 0.12042
C -0.01668 0.13981 -0.80257
C 0.68680 -0.17823 -1.88510
N 1.28356 0.70688 -2.81332
H -1.65574 0.93344 1.77093
H 0.05745 1.44810 1.76123
H -0.63875 0.72425 3.18956
H 0.85080 -0.77851 1.71671
H -0.73618 -1.46911 2.16208
H -0.16060 -1.89084 -0.18547
H -1.63220 -0.97027 0.01156
H -0.05706 1.16807 -0.47083
H 0.79168 -1.23244 -2.13553
H 0.70294 0.90841 -3.60899
H 1.94602 1.40207 -2.52697
```

6.
Density functional theory data (ωB97M-V/def2-TZVPD) for a single C5H11N molecule at a distorted geometry.

Output
HOMO: -8.988 eV
LUMO: 1.133 eV
SMILES: CC(C)/C=C/N
orbital gap: 10.12 eV

Structure (XYZ):
```
17
C5H11N, DFT ωB97M-V/def2-TZVPD
C -1.48407 -1.23883 0.06401
C -0.86096 0.03353 0.60334
C -1.39365 1.29665 -0.04426
C 0.98707 -0.02174 0.69188
C 1.26734 -0.09498 -0.53924
N 3.01496 0.11267 -0.34995
H -2.55449 -1.27924 0.30533
H -1.01634 -2.13019 0.49061
H -1.39895 -1.30204 -1.02581
H -1.01720 0.08573 1.68440
H -0.87225 2.18715 0.31706
H -2.45827 1.43173 0.18813
H -1.30501 1.26352 -1.13504
H 1.38359 0.02988 1.68782
H 0.90733 0.01329 -1.54504
H 3.37989 0.41152 -1.25358
H 3.42101 -0.79865 -0.13966
```

7.
Density functional theory data (ωB97M-V/def2-TZVPD) for 2 unconnected molecules or ions with the total composition C5H11N at a distorted geometry.

Output
HOMO: -7.790 eV
LUMO: 0.301 eV
orbital gap: 8.09 eV

Structure (XYZ):
```
17
C5H11N, DFT ωB97M-V/def2-TZVPD
C -1.32033 0.64406 -0.80254
C -1.81335 -0.04838 0.44569
C -0.73407 -1.09185 0.51316
C 0.62571 -0.35333 0.51278
C 1.57743 -0.26651 -0.42081
N 2.73929 0.51051 -0.09031
H -0.22445 0.82396 -0.57050
H -1.88093 1.47192 -1.22903
H -1.15803 -0.15930 -1.53044
H -1.82457 0.66933 1.27328
H -2.81794 -0.47215 0.44394
H -0.69858 -1.63286 1.46037
H -0.78925 -1.79131 -0.32008
H 0.88340 -0.18266 1.56794
H 0.85648 1.05141 -0.70751
H 3.13461 0.86511 -0.94593
H 3.44458 -0.03795 0.40000
```

8.
Density functional theory data (ωB97M-V/def2-TZVPD) for a single C5H11N molecule.

Output
HOMO: -9.082 eV
LUMO: 1.211 eV
SMILES: CC[C@H]1CN1C
orbital gap: 10.29 eV

Structure (XYZ):
```
17
C5H11N, DFT ωB97M-V/def2-TZVPD
C 2.41508 -0.60960 0.21834
C 1.23081 -0.20427 -0.65612
C -0.05752 -0.09137 0.12555
C -0.60137 1.20806 0.60164
N -1.18527 0.52619 -0.53992
C -2.47676 -0.09818 -0.32207
H 2.62532 0.14686 0.98266
H 2.21643 -1.55654 0.73454
H 3.32064 -0.74480 -0.38162
H 1.42313 0.75762 -1.14637
H 1.09089 -0.93914 -1.45936
H -0.28635 -0.95432 0.75984
H -0.07636 2.13733 0.38331
H -1.16672 1.21460 1.53465
H -2.57516 -0.96207 -0.98790
H -3.27235 0.61395 -0.56378
H -2.62443 -0.44432 0.71660
```

Q: Look up the HOMO of the fourth one.
A: -7.855 eV

Q: Among the records above, which one has the lowest LUMO?
A: number 7